Entry 1:
DFT (ωB97M-V/def2-TZVPD) results for a structure of composition C26H28MoN6O9S at a distorted geometry.

Results
highest occupied orbital energy = -7.079 eV
frontier orbital gap = 6.7 eV
relative energy (zero: lowest compared OMol25 entry of this formula, charge and spin) = 61.2 kcal/mol
charge = 0
molecular weight = 696.6 u

Each line ends with the Löwdin charge.
Atoms and positions in Å:
Mo: -2.21 -0.17 -0.60  1.471
O: -0.66 0.20 1.20  -0.194
C: -0.84 0.96 2.38  -0.157
C: -2.12 1.73 2.26  -0.263
C: -2.48 2.57 3.31  -0.019
C: -3.65 3.29 3.21  -0.048
C: -4.41 3.16 2.05  -0.032
C: -3.97 2.29 1.07  -0.087
N: -2.84 1.58 1.15  0.065
H: 0.13 -0.35 1.25  0.072
H: 0.00 1.65 2.52  0.133
H: -0.90 0.30 3.25  0.142
H: -1.86 2.63 4.19  0.120
H: -3.97 3.94 4.01  0.112
H: -5.34 3.69 1.92  0.113
H: -4.57 2.14 0.19  0.097
O: -4.04 4.54 -4.96  0.103
C: -4.50 3.61 -4.06  -0.463
O: -5.67 3.45 -3.95  0.164
C: -3.43 2.90 -3.30  -0.029
C: -2.08 3.17 -3.38  -0.011
N: -1.44 2.35 -2.54  0.033
N: -2.31 1.54 -1.93  -0.071
C: -3.52 1.83 -2.36  -0.092
C: -4.66 1.01 -1.76  -0.595
O: -5.80 1.22 -2.10  0.105
O: -4.27 0.16 -0.86  -0.184
H: -3.08 4.56 -5.00  0.076
H: -1.51 3.89 -3.95  0.133
H: -0.45 2.21 -2.37  0.100
O: -2.33 -1.20 -1.87  -0.442
C: 5.66 0.73 -0.86  -0.091
C: 4.55 1.67 -0.38  -0.239
C: 3.17 1.26 -0.85  -0.225
N: 2.82 -0.04 -0.29  0.025
C: 1.71 -0.72 -0.59  -0.799
S: 0.52 -0.15 -1.63  0.730
N: 1.52 -1.92 0.03  0.087
C: 2.43 -2.61 0.85  -0.392
O: 2.05 -3.14 1.87  0.133
C: 3.83 -2.75 0.36  -0.175
C: 4.11 -2.79 -1.01  -0.026
C: 5.41 -3.00 -1.44  -0.071
C: 6.43 -3.15 -0.51  -0.077
C: 6.15 -3.10 0.85  -0.069
C: 4.85 -2.91 1.28  -0.018
H: 6.64 1.11 -0.57  0.076
H: 5.64 0.63 -1.94  0.083
H: 5.56 -0.27 -0.43  0.048
H: 4.74 2.68 -0.75  0.110
H: 4.56 1.73 0.71  0.112
H: 3.13 1.19 -1.94  0.111
H: 2.42 1.99 -0.55  0.110
H: 3.44 -0.41 0.41  0.129
H: 0.56 -2.32 0.00  0.078
H: 3.30 -2.68 -1.73  0.125
H: 5.62 -3.06 -2.50  0.110
H: 7.44 -3.31 -0.85  0.107
H: 6.95 -3.22 1.57  0.107
H: 4.61 -2.90 2.34  0.121
O: -0.86 -3.18 0.10  0.000
C: -1.84 -2.95 0.80  -0.480
C: -2.46 -3.97 1.74  -0.077
C: -3.53 -3.17 2.48  -0.080
C: -3.41 -1.77 1.89  -0.482
O: -4.01 -0.80 2.30  0.060
N: -2.49 -1.76 0.86  0.000
H: -1.68 -4.37 2.39  0.120
H: -2.85 -4.80 1.15  0.124
H: -3.36 -3.11 3.56  0.117
H: -4.54 -3.52 2.33  0.123

Entry 2:
DFT (ωB97M-V/def2-TZVPD) results for a structure of composition C26H28N13NiS.

Results
highest occupied orbital energy (alpha / beta) = -10.333 / -10.306 eV
frontier orbital gap (alpha / beta) = 7.5 / 7.5 eV
charge = +1
molecular weight = 613.4 u
2S+1 = 3

Each line ends with the Mulliken spin population.
Atoms and positions in Å:
Ni: -0.22 -0.86 -0.14  1.656
C: 2.78 -2.04 -3.06  0.004
C: 3.66 -2.85 -2.34  -0.002
C: 3.53 -2.91 -0.98  0.002
C: 2.52 -2.19 -0.32  0.001
N: 1.62 -1.48 -1.03  0.062
C: 1.80 -1.39 -2.36  0.007
N: 2.59 -2.22 1.06  0.001
C: 1.83 -1.56 1.87  -0.001
N: 0.75 -0.75 1.60  0.078
C: 0.18 -0.39 2.79  -0.006
N: -0.92 0.24 3.02  0.001
C: -1.88 0.53 2.09  0.001
C: -2.93 1.36 2.54  0.004
C: -3.98 1.67 1.71  -0.003
C: -4.01 1.14 0.42  0.003
C: -2.96 0.34 0.05  0.000
N: -1.90 0.04 0.83  0.058
C: 1.03 -0.88 3.91  0.006
C: 0.91 -0.75 5.27  -0.001
C: 1.86 -1.39 6.06  0.000
C: 2.88 -2.15 5.48  0.000
C: 2.98 -2.28 4.10  -0.001
C: 2.04 -1.62 3.33  0.004
H: 2.87 -1.91 -4.13  0.000
H: 4.44 -3.40 -2.84  0.000
H: 4.21 -3.48 -0.36  0.000
H: 1.13 -0.71 -2.88  0.003
H: -2.87 1.72 3.55  0.001
H: -4.79 2.30 2.06  0.000
H: -4.82 1.33 -0.26  0.000
H: -2.94 -0.08 -0.95  0.003
H: 0.11 -0.17 5.72  0.000
H: 1.81 -1.31 7.14  0.000
H: 3.60 -2.65 6.12  0.000
H: 3.76 -2.87 3.63  0.000
C: -2.97 -3.21 -4.17  0.000
C: -2.65 -3.65 -2.79  0.000
N: -3.02 -4.75 -2.24  0.001
N: -2.47 -4.71 -0.98  0.001
C: -1.77 -3.60 -0.72  -0.002
S: -0.93 -3.15 0.64  0.070
N: -1.90 -2.91 -1.89  0.002
N: -1.30 -1.67 -2.08  0.027
H: -3.66 -3.93 -4.61  0.000
H: -2.07 -3.16 -4.78  0.000
H: -3.45 -2.23 -4.17  0.000
H: -2.58 -5.49 -0.35  0.000
H: -1.97 -1.01 -2.47  -0.002
H: -0.53 -1.75 -2.73  -0.005
C: 2.04 4.97 -1.72  0.000
C: 0.75 5.33 -1.00  0.000
C: 0.89 5.20 0.52  0.000
C: -0.45 4.57 -1.58  0.000
N: -0.30 3.11 -1.55  0.001
C: -0.09 2.27 -0.54  0.003
N: -0.07 1.05 -1.03  0.028
N: -0.29 1.17 -2.36  -0.001
N: -0.44 2.40 -2.68  0.002
H: 2.86 5.60 -1.37  0.000
H: 1.95 5.10 -2.80  0.000
H: 2.32 3.93 -1.53  0.000
H: 0.51 6.38 -1.22  0.000
H: 1.38 4.26 0.79  0.000
H: -0.07 5.26 1.03  0.000
H: 1.52 6.00 0.90  0.000
H: -0.57 4.82 -2.63  0.000
H: -1.37 4.84 -1.06  0.000
H: 0.04 2.54 0.49  -0.003

Entry 3:
DFT (ωB97M-V/def2-TZVPD) results for a cluster of 5 separate species, C26H28N4O11P in total at a distorted geometry.

Results
highest occupied orbital energy = -3.450 eV
frontier orbital gap = 4.0 eV
charge = -1
molecular weight = 603.5 u

Each line ends with the Löwdin charge.
Atoms and positions in Å:
O: 1.78 3.41 -2.05  -0.054
C: 0.53 3.21 -2.71  -0.585
C: -0.39 4.34 -2.50  -0.319
O: -0.06 5.38 -3.34  -0.365
P: 0.87 4.78 -4.77  0.430
O: 0.66 3.11 -4.05  -0.317
H: 2.42 2.85 -2.53  0.085
H: 0.07 2.32 -2.25  0.129
H: -0.60 4.59 -1.47  0.101
H: -1.33 3.92 -2.88  0.104
H: 0.95 6.14 -5.29  -0.066
H: 2.06 4.99 -4.00  -0.026
H: 1.66 4.20 -5.84  -0.072
H: -0.38 4.57 -5.48  -0.036
C: -2.20 -0.08 2.44  -0.064
C: -2.06 1.07 3.20  -0.073
C: -2.16 2.33 2.62  -0.010
C: -2.39 2.40 1.26  -0.145
C: -2.51 1.28 0.48  0.004
C: -2.41 0.03 1.07  -0.056
N: -2.56 3.72 0.62  -0.337
O: -2.43 4.72 1.31  0.068
O: -2.86 3.71 -0.56  0.077
H: -2.14 -1.04 2.92  0.077
H: -1.89 0.99 4.27  0.099
H: -2.06 3.23 3.20  0.115
H: -2.68 1.38 -0.58  0.121
H: -2.52 -0.85 0.45  0.081
C: -0.33 -1.44 -5.25  -0.061
C: -1.49 -1.58 -4.49  -0.063
C: -1.41 -1.84 -3.14  -0.007
C: -0.16 -1.96 -2.57  -0.143
C: 1.01 -1.84 -3.30  0.003
C: 0.91 -1.58 -4.65  -0.051
N: -0.06 -2.20 -1.12  -0.325
O: -1.10 -2.33 -0.49  0.041
O: 1.05 -2.26 -0.63  0.078
H: -0.40 -1.23 -6.31  0.108
H: -2.46 -1.47 -4.96  0.107
H: -2.29 -1.94 -2.54  0.116
H: 1.97 -1.93 -2.82  0.096
H: 1.81 -1.47 -5.24  0.110
C: -5.37 -0.82 8.43  -0.074
C: -4.54 -1.81 8.93  -0.069
C: -3.57 -2.36 8.12  -0.007
C: -3.44 -1.91 6.83  -0.143
C: -4.26 -0.93 6.30  0.002
C: -5.23 -0.38 7.12  -0.062
N: -2.39 -2.48 5.96  -0.330
O: -1.68 -3.36 6.43  0.085
O: -2.29 -2.03 4.84  0.061
H: -6.13 -0.38 9.06  0.105
H: -4.65 -2.15 9.95  0.106
H: -2.91 -3.14 8.49  0.118
H: -4.13 -0.60 5.28  0.117
H: -5.88 0.39 6.73  0.110
C: 7.05 -3.99 -2.08  -0.081
C: 7.57 -2.80 -2.59  -0.072
C: 6.80 -1.65 -2.56  -0.006
C: 5.54 -1.71 -2.02  -0.143
C: 5.01 -2.87 -1.51  -0.001
C: 5.77 -4.02 -1.55  -0.068
N: 4.72 -0.47 -1.97  -0.334
O: 5.20 0.54 -2.44  0.091
O: 3.62 -0.57 -1.46  0.074
H: 7.65 -4.89 -2.10  0.103
H: 8.56 -2.78 -3.01  0.105
H: 7.18 -0.72 -2.95  0.119
H: 4.01 -2.87 -1.10  0.116
H: 5.37 -4.94 -1.15  0.106

Entry 4:
DFT (ωB97M-V/def2-TZVPD) results for a structure of composition C26H29CoN2O6P4.

Results
highest occupied orbital energy (alpha / beta) = -11.482 / -11.604 eV
frontier orbital gap (alpha / beta) = 8.8 / 9.5 eV
relative energy (zero: lowest compared OMol25 entry of this formula, charge and spin) = 0.0 kcal/mol
charge = +1
molecular weight = 648.4 u
2S+1 = 2

Each line ends with the Mulliken spin population.
Atoms and positions in Å:
Co: -0.36 -0.31 0.34  1.189
N: -1.87 3.64 -1.34  0.000
C: -0.64 2.99 -0.75  0.004
C: 0.60 3.84 -1.00  0.000
P: -0.47 1.33 -1.50  -0.021
O: -0.53 1.75 -3.04  0.000
O: -1.64 0.47 -1.08  -0.011
O: 0.82 0.69 -1.05  -0.007
P: -1.10 2.71 1.06  0.000
O: -0.39 3.93 1.81  0.002
O: -2.58 2.92 1.02  0.001
O: -0.47 1.43 1.53  0.012
H: -2.05 3.37 -2.31  0.000
H: -1.79 4.66 -1.30  0.000
H: -2.64 3.36 -0.67  0.000
H: 0.79 3.97 -2.06  0.000
H: 1.46 3.35 -0.56  0.000
H: 0.49 4.82 -0.52  0.000
H: -0.42 1.02 -3.67  0.000
H: 0.32 3.63 2.39  0.000
N: -0.38 -2.20 2.55  -0.001
P: 0.93 -1.46 1.71  -0.058
C: 1.85 -2.83 0.98  -0.041
C: 2.52 -3.77 1.77  -0.002
C: 3.15 -4.84 1.17  -0.001
C: 3.13 -4.98 -0.22  0.000
C: 2.48 -4.04 -1.00  0.009
C: 1.84 -2.96 -0.41  0.015
C: 1.99 -0.67 2.92  -0.003
C: 2.09 -1.11 4.23  -0.002
C: 2.95 -0.47 5.11  0.000
C: 3.72 0.61 4.67  -0.001
C: 3.61 1.05 3.36  -0.001
C: 2.75 0.42 2.48  -0.002
P: -1.63 -1.71 1.46  -0.107
C: -3.06 -1.29 2.45  -0.006
C: -3.61 -0.02 2.35  -0.007
C: -4.71 0.31 3.13  -0.001
C: -5.25 -0.62 3.99  0.000
C: -4.70 -1.90 4.09  -0.001
C: -3.61 -2.24 3.31  0.001
C: -2.01 -3.20 0.52  0.020
C: -2.73 -3.04 -0.66  -0.007
C: -3.04 -4.14 -1.44  -0.002
C: -2.62 -5.40 -1.04  0.001
C: -1.88 -5.56 0.13  0.001
C: -1.57 -4.46 0.91  0.001
H: -0.51 -1.96 3.53  0.000
H: 2.54 -3.66 2.84  0.000
H: 3.66 -5.57 1.78  0.000
H: 3.63 -5.82 -0.68  0.000
H: 2.47 -4.15 -2.08  0.001
H: 1.34 -2.22 -1.02  0.026
H: 1.51 -1.95 4.58  0.000
H: 3.03 -0.81 6.13  0.000
H: 4.39 1.10 5.36  0.000
H: 4.21 1.89 3.02  0.000
H: 2.65 0.77 1.46  0.001
H: -3.19 0.72 1.67  0.001
H: -5.14 1.30 3.05  0.000
H: -6.11 -0.37 4.60  0.000
H: -5.14 -2.63 4.76  0.000
H: -3.20 -3.24 3.36  0.000
H: -3.04 -2.04 -0.98  -0.001
H: -3.61 -4.02 -2.35  0.000
H: -2.86 -6.27 -1.65  0.000
H: -1.55 -6.55 0.43  0.000
H: -0.98 -4.58 1.81  0.000

| no. | energy (Eh) |
| --- | --- |
| 1 | -2479.80457 |
| 2 | -3625.78310 |
| 3 | -2395.16947 |
| 4 | -4317.41588 |